No. 1
{"formula": "C16H20B2F20O8", "method": "ωB97M-V/def2-TZVPD", "total_charge": -1, "lumo_energy_ev": [2.50, -4.49], "e_tot_ev": -89008.9043, "multiplicity": 2, "orbital_gap_ev": [10.970, 3.934], "molar_mass_g_mol": 741.9, "elements": ["B", "F", "F", "F", "F", "B", "F", "F", "F", "F", "C", "C", "O", "C", "O", "C", "F", "F", "F", "H", "H", "H", "H", "H", "C", "C", "O", "C", "O", "C", "F", "F", "F", "H", "H", "H", "H", "H", "C", "C", "O", "C", "O", "C", "F", "F", "F", "H", "H", "H", "H", "H", "C", "C", "O", "C", "O", "C", "F", "F", "F", "H", "H", "H", "H", "H"], "positions_angstrom": [[0.96810, 0.69415, 0.46121], [0.32830, 1.68305, 1.26077], [1.57432, -0.24945, 1.27941], [0.15958, 0.03759, -0.40929], [1.99790, 1.26086, -0.26275], [4.93548, -0.11738, 1.34353], [6.25725, -0.42745, 1.05106], [4.84300, 0.12336, 2.69743], [4.59125, 1.01845, 0.65490], [4.06935, -1.12272, 1.10966], [-2.99337, 2.69082, 1.03445], [-2.65437, 1.52666, 0.12606], [-3.84535, 1.02334, -0.44042], [-4.57678, 0.13746, 0.16878], [-4.32200, -0.37524, 1.26206], [-5.78549, -0.36231, -0.67269], [-6.85256, -0.18822, 0.09894], [-5.90917, 0.32125, -1.80621], [-5.66933, -1.73412, -0.85107], [-3.84560, 2.48086, 1.68075], [-3.30655, 3.63746, 0.59413], [-2.14923, 2.95950, 1.66955], [-2.14820, 0.71273, 0.64512], [-2.00637, 1.91999, -0.65720], [3.14376, -3.18423, 4.64418], [2.54818, -2.41584, 3.47088], [1.15319, -2.71851, 3.35005], [0.52718, -2.85258, 2.14169], [1.10216, -3.01639, 1.04450], [-0.96736, -3.07609, 2.21109], [-1.19408, -4.39010, 2.13659], [-1.41405, -2.67770, 3.39891], [-1.59552, -2.43772, 1.19620], [2.73920, -2.89355, 5.61368], [4.23096, -3.10771, 4.66003], [2.78013, -4.20592, 4.53453], [3.13198, -2.58617, 2.56630], [2.68301, -1.34719, 3.63794], [-2.34011, -0.67257, -3.77280], [-1.85535, -1.06621, -2.42725], [-2.33560, -2.34795, -2.09097], [-1.54646, -3.45434, -1.77202], [-0.31358, -3.40422, -1.67260], [-2.40163, -4.72472, -1.52069], [-1.97984, -5.39483, -0.51572], [-3.67736, -4.46980, -1.38523], [-2.21878, -5.45757, -2.62341], [-3.42949, -0.68869, -3.73967], [-2.03009, -1.41384, -4.50935], [-1.92853, 0.30987, -4.00415], [-2.20097, -0.34132, -1.69024], [-0.77130, -0.97976, -2.50114], [4.08589, 2.69724, -2.08267], [3.87170, 4.22864, -2.25721], [2.55971, 4.59151, -2.12446], [1.95687, 4.64356, -0.90255], [2.46947, 4.39151, 0.21034], [0.42510, 4.99109, -1.05612], [-0.28348, 4.11641, -0.30940], [0.27513, 6.18409, -0.53681], [-0.03160, 5.07396, -2.32228], [5.01023, 2.42226, -2.59068], [3.26242, 2.10728, -2.48509], [4.25271, 2.45866, -1.03226], [4.11662, 4.58651, -3.25723], [4.52942, 4.87226, -1.67305]], "nbo_charge": [1.314, -0.547, -0.356, -0.533, -0.395, 1.301, -0.529, -0.503, -0.392, -0.382, -0.642, -0.091, -0.476, 0.687, -0.562, 0.905, -0.308, -0.297, -0.316, 0.208, 0.206, 0.244, 0.229, 0.211, -0.626, -0.083, -0.494, 0.682, -0.510, 0.904, -0.308, -0.304, -0.302, 0.204, 0.225, 0.206, 0.226, 0.210, -0.618, -0.073, -0.518, 0.689, -0.515, 0.906, -0.282, -0.296, -0.324, 0.203, 0.206, 0.216, 0.190, 0.212, -0.647, -0.070, -0.486, 0.690, -0.522, 0.903, -0.302, -0.309, -0.311, 0.208, 0.225, 0.258, 0.177, 0.184]}

***

No. 2
{"formula": "C16H20BCl2N10O3Tm", "method": "ωB97M-V/def2-TZVPD", "total_charge": 3, "e_above_lowest_kj_mol": 37.78, "lumo_energy_ev": [-8.08, -12.13], "e_tot_ev": -93188.3703, "multiplicity": 4, "orbital_gap_ev": [9.645, 5.600], "molar_mass_g_mol": 651.1, "elements": ["Tm", "C", "C", "N", "N", "C", "B", "N", "C", "C", "C", "N", "N", "C", "C", "C", "N", "N", "C", "C", "C", "N", "H", "H", "H", "H", "H", "H", "H", "H", "H", "H", "H", "H", "C", "O", "C", "O", "N", "N", "H", "H", "H", "H", "H", "H", "Cl", "C", "Cl", "H", "H", "O", "C"], "positions_angstrom": [[-1.23214, 0.22134, 0.03111], [-0.01377, -3.35810, -2.44465], [-0.94667, -2.37263, -2.11656], [-0.36320, -1.36035, -1.46832], [0.96346, -1.62734, -1.34031], [1.16349, -2.80756, -1.96277], [2.02783, -0.70427, -0.58646], [1.73996, -0.88812, 0.95244], [2.38884, -1.15883, 2.11012], [1.53493, -0.99456, 3.20274], [0.32165, -0.66055, 2.65192], [0.44703, -0.58919, 1.31532], [1.84251, 0.78142, -0.97407], [2.76119, 1.79120, -1.07350], [2.16092, 3.00969, -1.15679], [0.81417, 2.67790, -1.10865], [0.61582, 1.38857, -0.90865], [3.48847, -1.20223, -0.91804], [4.21364, -2.16012, -0.38351], [5.40697, -2.22274, -1.20978], [5.25227, -1.24621, -2.20628], [4.12476, -0.65263, -2.08935], [-0.14095, -4.30406, -2.90110], [-2.02176, -2.48233, -2.26684], [2.18003, -3.23484, -2.03802], [3.41562, -1.51127, 2.13994], [1.75042, -1.28510, 4.25490], [-0.65365, -0.57706, 3.05871], [3.82629, 1.62640, -1.24181], [2.60393, 3.92589, -1.40841], [0.03151, 3.37323, -1.17825], [3.97560, -2.76123, 0.50371], [6.28509, -2.86920, -1.07697], [5.98036, -0.88204, -2.95990], [-5.12996, 0.02597, 3.00495], [-4.08162, 1.07869, 3.04882], [-2.96956, 0.97825, 2.45242], [-2.57786, 0.00334, 1.74712], [-2.19355, 2.07941, 2.50423], [-1.13754, 2.18352, 1.58824], [-5.89446, 0.36004, 3.66956], [-4.64093, -0.93904, 3.22992], [-5.49948, 0.02641, 1.96644], [-2.46435, 2.93721, 2.96715], [-0.25220, 2.21599, 2.04323], [-1.24911, 3.03477, 1.00857], [-3.41193, 2.02139, -0.68631], [-4.13550, 2.90333, -2.14393], [-2.95447, 2.96946, -3.37446], [-4.40993, 3.90997, -1.85177], [-4.94094, 2.25841, -2.43090], [-4.46975, -1.73223, -1.09946], [-3.53150, -1.19795, -0.84570]], "nbo_charge": [1.852, -0.300, 0.024, -0.461, -0.339, 0.036, 0.950, -0.344, 0.032, -0.298, 0.016, -0.477, -0.365, 0.040, -0.299, 0.018, -0.439, -0.316, 0.119, 0.001, -0.038, -0.121, 0.276, 0.234, 0.224, 0.231, 0.284, 0.239, 0.250, 0.271, 0.222, 0.277, 0.280, 0.291, -0.243, -0.436, 0.943, -0.790, -0.445, -0.693, 0.249, 0.221, 0.204, 0.438, 0.412, 0.413, -0.082, -0.332, 0.087, 0.265, 0.250, -0.361, 0.531]}

***

No. 3
{"formula": "C16H20BiClN3O4", "method": "ωB97M-V/def2-TZVPD", "total_charge": 1, "e_above_lowest_kj_mol": 0.00, "lumo_energy_ev": -3.93, "e_tot_ev": -47925.3796, "orbital_gap_ev": 7.529, "molar_mass_g_mol": 562.8, "elements": ["Bi", "C", "N", "C", "C", "C", "C", "C", "C", "C", "N", "C", "C", "C", "C", "C", "C", "N", "C", "C", "H", "H", "H", "H", "H", "H", "H", "H", "H", "H", "H", "H", "H", "H", "H", "H", "H", "H", "H", "H", "O", "Cl", "O", "O", "O"], "positions_angstrom": [[1.02202, -0.85212, -0.99255], [1.35064, 1.06888, 1.56070], [1.74570, 1.13933, 0.12902], [3.21199, 1.31874, 0.00894], [0.96368, 2.15101, -0.57613], [1.42180, 3.44356, -0.76502], [0.63689, 4.35588, -1.45509], [-0.59275, 3.97040, -1.96589], [-1.05199, 2.67320, -1.78626], [-0.29176, 1.76065, -1.06766], [-0.66745, 0.40828, -0.87060], [-1.78162, 0.02426, -0.11802], [-2.83796, 0.87417, 0.21134], [-3.91194, 0.40285, 0.94612], [-3.95877, -0.91985, 1.36469], [-2.90379, -1.76316, 1.06704], [-1.81616, -1.29452, 0.34396], [-0.67741, -2.17242, 0.03305], [-1.04683, -3.11642, -1.06413], [-0.23601, -2.94227, 1.22843], [1.51916, 2.03865, 2.03191], [1.94944, 0.30859, 2.05955], [0.29170, 0.82230, 1.64136], [3.55208, 2.14733, 0.63158], [3.47341, 1.51973, -1.02823], [3.70520, 0.40801, 0.34047], [2.38692, 3.74810, -0.38158], [0.99600, 5.36519, -1.60283], [-1.19494, 4.67584, -2.52269], [-1.99482, 2.35380, -2.21101], [-2.81368, 1.90539, -0.11124], [-4.72298, 1.07715, 1.18669], [-4.80749, -1.29310, 1.92064], [-2.93870, -2.79147, 1.40157], [-1.87059, -3.75008, -0.73515], [-0.18942, -3.73912, -1.31633], [-1.37779, -2.54913, -1.93570], [-1.03205, -3.61112, 1.55052], [0.01056, -2.25511, 2.03316], [0.63373, -3.53886, 0.97353], [3.98207, -1.96213, -0.98642], [3.22228, -2.72241, -0.04428], [4.00255, -3.46003, 0.86133], [2.40120, -1.70183, 0.74599], [2.23785, -3.52614, -0.73481]], "nbo_charge": [1.975, -0.432, -0.524, -0.436, 0.144, -0.231, -0.192, -0.176, -0.210, 0.085, -0.840, 0.114, -0.247, -0.160, -0.221, -0.217, 0.129, -0.518, -0.442, -0.423, 0.223, 0.237, 0.218, 0.215, 0.227, 0.244, 0.231, 0.237, 0.236, 0.236, 0.232, 0.233, 0.235, 0.224, 0.228, 0.239, 0.221, 0.211, 0.225, 0.242, -0.800, 2.524, -0.728, -0.931, -0.840]}

***

No. 4
{"formula": "C16H20Br2InNO4Se", "method": "ωB97M-V/def2-TZVPD", "lumo_energy_ev": -0.28, "e_tot_ev": -237201.6553, "orbital_gap_ev": 7.097, "molar_mass_g_mol": 643.9, "elements": ["In", "C", "O", "C", "C", "O", "C", "C", "O", "C", "H", "H", "H", "H", "H", "H", "H", "H", "H", "H", "H", "H", "H", "H", "C", "C", "C", "C", "C", "C", "Br", "C", "C", "Br", "C", "O", "C", "N", "H", "H", "H", "H", "H", "H", "Se"], "positions_angstrom": [[0.93448, 0.61876, 0.10988], [-2.26633, 0.97505, -0.05908], [-1.11906, 0.88464, -0.89735], [-1.28239, 1.51126, -2.17694], [-0.19350, 0.98408, -3.08972], [-0.31987, -0.41401, -3.10402], [0.88470, -1.16211, -3.08024], [0.67461, -2.33620, -2.13335], [-0.00947, -1.91836, -0.94877], [-1.39324, -2.22449, -0.97743], [-2.59986, 2.01169, 0.01656], [-3.06271, 0.34444, -0.45990], [-1.97390, 0.63294, 0.93147], [-2.26261, 1.23532, -2.57517], [-1.22681, 2.59416, -2.03830], [-0.30034, 1.40988, -4.09365], [0.79174, 1.28975, -2.71097], [1.14996, -1.51832, -4.08066], [1.70218, -0.55075, -2.68886], [0.09448, -3.13164, -2.60843], [1.64474, -2.73108, -1.83106], [-1.54381, -3.30752, -1.02490], [-1.83034, -1.85410, -0.05020], [-1.88577, -1.74700, -1.82657], [0.31826, -2.16937, 2.22030], [0.32618, -0.87079, 2.96259], [0.41978, -0.87058, 4.36994], [0.44729, 0.30753, 5.05533], [0.38491, 1.53134, 4.35537], [0.42215, 2.81263, 4.95433], [0.53090, 2.98533, 6.83848], [0.38359, 3.93778, 4.18233], [0.31074, 3.84912, 2.78546], [0.26332, 5.43367, 1.76831], [0.26883, 2.63360, 2.12025], [0.18300, 2.50416, 0.83288], [0.29300, 1.45848, 2.95272], [0.24457, 0.26456, 2.29142], [-0.61395, -2.70674, 2.41136], [1.14010, -2.79742, 2.56620], [0.44681, -2.03303, 1.15009], [0.48408, -1.81784, 4.88726], [0.53066, 0.31922, 6.13339], [0.41425, 4.91621, 4.64084], [3.16413, -0.03286, -0.25048]], "nbo_charge": [1.417, -0.245, -0.585, -0.078, -0.083, -0.552, -0.107, -0.083, -0.559, -0.249, 0.200, 0.184, 0.208, 0.191, 0.203, 0.191, 0.195, 0.179, 0.217, 0.174, 0.217, 0.175, 0.182, 0.192, -0.659, 0.282, -0.263, -0.090, -0.137, -0.103, 0.055, -0.216, -0.164, 0.075, 0.307, -0.813, 0.178, -0.561, 0.226, 0.239, 0.257, 0.227, 0.236, 0.243, -0.900]}

***

No. 5
{"formula": "C16H20ClF6N5S", "method": "ωB97M-V/def2-TZVPD", "smiles": "CC[C@@H](Cl)c1c(C(F)(F)C(F)(F)F)c([C@@H](F)CC)c2nsnc2c1CC(N)(N)N", "lumo_energy_ev": -1.37, "e_tot_ev": -64026.5379, "orbital_gap_ev": 7.581, "molar_mass_g_mol": 463.9, "elements": ["C", "C", "C", "Cl", "C", "C", "C", "F", "F", "C", "F", "F", "F", "C", "C", "F", "C", "C", "C", "N", "S", "N", "C", "C", "C", "C", "N", "N", "N", "H", "H", "H", "H", "H", "H", "H", "H", "H", "H", "H", "H", "H", "H", "H", "H", "H", "H", "H", "H"], "positions_angstrom": [[-2.40954, -1.56929, 3.39931], [-2.32270, -0.85063, 1.95589], [-0.80289, -0.79950, 1.56390], [-0.34755, -2.60348, 1.67714], [-0.31701, -0.34463, 0.16488], [1.21288, -0.44008, -0.15879], [2.28798, -0.88777, 0.86870], [3.59513, -0.48679, 0.53255], [2.44086, -2.27393, 0.97356], [2.19236, -0.19914, 2.32623], [1.65185, -1.01368, 3.28042], [3.45659, 0.08379, 2.83426], [1.60192, 1.04884, 2.26021], [1.64614, -0.11071, -1.51463], [3.08208, -0.22544, -2.10630], [3.97985, 0.79242, -1.64507], [3.72282, -1.68640, -1.99727], [5.28891, -1.57618, -2.19222], [0.67033, 0.38315, -2.56022], [0.91160, 0.74565, -3.85042], [-0.49916, 1.24405, -4.58649], [-1.51939, 1.02107, -3.28113], [-0.78057, 0.55186, -2.24254], [-1.24418, 0.15389, -0.84906], [-2.77964, 0.37828, -0.69155], [-3.08375, 1.73421, 0.13380], [-4.38408, 1.69574, 0.83034], [-1.93093, 2.15484, 1.00099], [-3.21906, 2.80979, -0.90208], [-1.49671, -1.33377, 4.00314], [-2.62158, -2.66721, 3.30979], [-3.31798, -1.13405, 3.91931], [-2.83636, 0.12507, 2.10059], [-2.84436, -1.56021, 1.26359], [-0.34297, -0.20989, 2.40984], [3.08663, -0.05705, -3.22449], [3.31788, -2.29491, -2.86270], [3.42605, -2.22381, -1.06460], [5.77206, -1.21917, -1.24777], [5.76543, -2.54033, -2.50791], [5.49622, -0.82973, -3.01057], [-3.27705, 0.58383, -1.68628], [-3.35105, -0.49850, -0.29538], [-4.82412, 2.62534, 0.81153], [-4.29012, 1.48352, 1.82521], [-1.75639, 3.14544, 0.79503], [-2.21353, 2.16708, 1.99033], [-3.49676, 3.69107, -0.44752], [-2.29614, 3.01732, -1.30554]], "nbo_charge": [-0.614, -0.418, -0.228, -0.078, 0.129, -0.107, 0.622, -0.320, -0.317, 0.926, -0.306, -0.315, -0.316, 0.009, 0.172, -0.372, -0.430, -0.613, 0.117, -0.588, 0.895, -0.597, 0.117, -0.004, -0.489, 0.435, -0.846, -0.882, -0.842, 0.212, 0.227, 0.203, 0.205, 0.223, 0.241, 0.207, 0.210, 0.219, 0.222, 0.213, 0.210, 0.272, 0.247, 0.365, 0.354, 0.367, 0.355, 0.346, 0.363]}